No. 1
Below is a structure of composition C34H38AuN4S2Si at a distorted geometry, with properties calculated with ωB97M-V/def2-TZVPD.

The HOMO-LUMO gap comes out at 5.799 eV. Its electronic energy is -2758.7294 Ha. The energy above the lowest of the compared OMol25 structures with the same formula, charge and spin is 2.335 eV.

ORCA input file:
```
! wB97M-V def2-TZVPD RIJCOSX def2/J DEFGRID3
* xyz 1 1
Au 0.4991 0.6005 -0.6375
C 0.1452 0.5666 1.5179
Si -1.3253 -0.5569 1.8451
C -1.2357 -1.9830 0.5468
N -1.1450 -1.4733 -0.8080
C -0.5130 -2.4073 -1.7248
C -1.3752 -3.6453 -2.0132
C -2.8325 -3.2460 -2.2877
C -2.9348 -1.7459 -2.5400
C -2.4250 -0.9697 -1.3220
C -3.0084 0.2972 1.7324
C -3.1148 1.6629 1.5013
C -4.3436 2.2918 1.4279
C -5.5052 1.5607 1.6128
C -5.4211 0.1984 1.8565
C -4.1886 -0.4260 1.9047
C -1.0584 -1.2749 3.5847
C 0.0588 -2.0534 3.8741
C 0.2836 -2.5106 5.1589
C -0.6021 -2.1910 6.1754
C -1.7204 -1.4220 5.8962
C -1.9415 -0.9616 4.6117
H 1.0732 0.1732 1.9161
H 0.0230 1.5817 1.8746
H -2.0941 -2.6534 0.6587
H -0.3449 -2.5752 0.7541
H 0.4482 -2.7074 -1.3044
H -0.3197 -1.8773 -2.6560
H -1.3280 -4.3367 -1.1709
H -0.9479 -4.1507 -2.8800
H -3.4585 -3.5025 -1.4322
H -3.2247 -3.7918 -3.1456
H -3.9726 -1.4648 -2.7219
H -2.3631 -1.4759 -3.4289
H -3.1668 -1.0327 -0.5234
H -2.3200 0.0877 -1.5835
H -2.2213 2.2504 1.3809
H -4.3811 3.3529 1.2320
H -6.4708 2.0448 1.5719
H -6.3211 -0.3811 2.0133
H -4.1401 -1.4924 2.0898
H 0.7605 -2.2997 3.0889
H 1.1579 -3.1083 5.3730
H -0.4189 -2.5314 7.1825
H -2.4162 -1.1703 6.6815
H -2.8090 -0.3531 4.3996
S -0.9165 1.8944 -4.7298
C 0.1339 0.5637 -4.9701
C 0.6653 0.0860 -3.8079
C 0.2257 0.8028 -2.6774
C -0.6294 1.8192 -3.0075
C -1.1497 2.7988 -2.0974
C -2.1191 3.7410 -2.4525
C -2.5071 4.6913 -1.5298
C -1.9031 4.7038 -0.2773
C -0.9528 3.7347 -0.0042
N -0.6029 2.8053 -0.8760
H 0.2871 0.2073 -5.9707
H 1.3611 -0.7338 -3.7718
H -2.5544 3.7078 -3.4378
H -3.2480 5.4347 -1.7916
H -2.1544 5.4481 0.4624
H -0.4241 3.7184 0.9406
C 7.2068 2.3546 0.6584
C 6.5573 1.2136 -0.0405
C 7.2140 0.3497 -0.8779
C 6.4743 -0.6905 -1.4866
N 5.1978 -0.8656 -1.2244
C 4.5666 -0.0688 -0.3770
S 3.0106 -0.4099 0.1536
N 5.2357 1.0101 0.1674
C 7.1143 -1.6335 -2.4367
H 8.2850 2.3242 0.5311
H 6.9805 2.3354 1.7237
H 6.8407 3.3009 0.2583
H 8.2692 0.4619 -1.0666
H 4.7238 1.6199 0.7951
H 8.1934 -1.5234 -2.4399
H 6.7335 -1.4459 -3.4399
H 6.8435 -2.6551 -2.1824
*
```

Which charges does Löwdin predict for the atoms? In e, they are: 0.942 -0.306 0.675 -0.223 -0.204 -0.200 -0.152 -0.179 -0.162 -0.170 -0.268 -0.095 -0.073 -0.072 -0.074 -0.114 -0.246 -0.104 -0.084 -0.079 -0.078 -0.095 -0.055 -0.009 0.098 0.092 0.122 0.086 0.107 0.116 0.110 0.111 0.121 0.112 0.105 0.105 0.057 0.099 0.107 0.108 0.111 0.097 0.104 0.105 0.105 0.094 1.048 -0.401 -0.225 -0.334 -0.539 -0.305 -0.011 -0.035 -0.052 -0.148 0.081 0.066 0.100 0.100 0.119 0.113 0.115 0.002 -0.251 0.049 -0.284 0.113 -0.798 0.668 0.119 -0.007 0.093 0.098 0.102 0.125 0.153 0.083 0.100 0.096



No. 2
Below is a structure of composition C34H38BCl2FeIN7O, with properties calculated with ωB97M-V/def2-TZVPD.

The HOMO-LUMO gap (alpha / beta) comes out at 7.599 / 6.736 eV. Its electronic energy is -4283.7159 Ha.

ORCA input file:
```
! wB97M-V def2-TZVPD RIJCOSX def2/J DEFGRID3
* xyz 0 6
Fe 0.7615 0.0707 0.2675
C 2.6237 1.2172 3.6808
C 3.2994 -0.1113 3.3198
C 2.3870 -1.3124 3.6000
C 3.7808 -0.0944 1.8964
C 5.1183 -0.2074 1.4813
C 5.0762 -0.1247 0.1089
N 3.7966 0.0311 -0.2570
N 2.9863 0.0504 0.8341
B 3.2686 0.1862 -1.6852
N 2.5730 1.5395 -1.7759
C 2.8759 2.5549 -2.5917
C 2.0118 3.5920 -2.3260
C 1.1849 3.1142 -1.2996
N 1.5315 1.8617 -0.9771
C 0.0836 3.8612 -0.6189
C -0.9378 4.3852 -1.6326
C 0.6545 5.0184 0.2087
N 2.3051 -1.0014 -1.9842
C 2.3391 -1.7705 -3.0832
C 1.7423 -2.9732 -2.7889
C 1.3799 -2.8805 -1.4298
N 1.6627 -1.6533 -0.9761
C 1.0277 -4.0713 -0.5563
C 0.8462 -3.7499 0.9275
C -0.1363 -4.8891 -1.1211
H 2.3110 1.2131 4.7268
H 1.7355 1.3736 3.0662
H 3.3100 2.0553 3.5281
H 4.1956 -0.2184 3.9334
H 1.4754 -1.2434 3.0073
H 2.0990 -1.3373 4.6542
H 2.8956 -2.2501 3.3577
H 5.9842 -0.3308 2.1132
H 5.8623 -0.1534 -0.6303
H 4.1814 0.1579 -2.4700
H 3.6890 2.4706 -3.2981
H 1.9836 4.5646 -2.7916
H -0.4103 3.1762 0.0552
H -0.5111 5.2094 -2.2109
H -1.8268 4.7587 -1.1171
H -1.2494 3.6064 -2.3284
H 1.2486 5.6812 -0.4256
H 1.2958 4.6503 1.0121
H -0.1543 5.6063 0.6519
H 2.8251 -1.4278 -3.9851
H 1.6549 -3.8322 -3.4368
H 1.9160 -4.7059 -0.6295
H -0.1462 -3.3566 1.1298
H 1.5804 -3.0137 1.2641
H 0.9760 -4.6550 1.5244
H -1.0574 -4.3145 -1.1089
H -0.2920 -5.7880 -0.5187
H 0.0576 -5.2019 -2.1497
Cl -5.3776 -2.2568 3.1810
C -3.8149 -1.5630 2.8436
C -3.1612 -0.8713 3.8179
C -1.9055 -0.2838 3.5691
I -0.9930 0.8170 5.0835
C -1.2718 -0.3799 2.3401
O -0.1296 0.1634 2.0363
C -1.9791 -1.1110 1.3278
N -1.3393 -1.1939 0.1358
C -1.9302 -1.8267 -0.8458
C -3.1907 -2.4375 -0.7209
C -3.8387 -2.3829 0.4777
C -3.2393 -1.7016 1.5605
H -3.6182 -0.7610 4.7932
H -1.3937 -1.8721 -1.7871
H -3.6257 -2.9492 -1.5715
H -4.8041 -2.8513 0.6162
Cl -1.0053 0.8096 -2.0159
C -2.7415 1.0305 -2.0762
C -3.3329 0.7072 -3.2798
C -4.7019 0.8610 -3.4621
C -5.4845 1.3549 -2.4205
C -4.9017 1.6794 -1.2197
C -3.5074 1.5238 -0.9780
C -3.0071 1.8270 0.2886
H -2.7146 0.3306 -4.0869
H -5.1492 0.5987 -4.4139
H -6.5507 1.4825 -2.5594
H -5.5055 2.0622 -0.4042
H -3.6719 2.1946 1.0620
H -1.9852 1.6617 0.5636
*
```

Which charges does Löwdin predict for the atoms? In e, they are: 0.847 -0.082 -0.355 -0.063 -0.268 -0.009 -0.065 -0.029 0.082 -0.539 -0.034 -0.057 -0.005 -0.307 0.030 -0.380 -0.066 -0.055 -0.028 -0.072 -0.016 -0.259 0.065 -0.350 -0.054 -0.058 0.051 0.042 0.081 0.129 0.045 0.076 0.079 0.102 0.120 0.122 0.123 0.108 0.100 0.080 0.081 0.054 0.079 0.082 0.080 0.124 0.102 0.139 0.064 0.059 0.085 0.053 0.083 0.073 0.680 -0.612 -0.175 -0.632 0.943 -0.450 -0.232 -0.176 0.059 -0.190 -0.038 -0.008 -0.171 0.092 0.096 0.114 0.094 0.826 -0.542 -0.117 -0.077 -0.084 -0.036 -0.300 0.105 0.105 0.105 0.106 0.115 0.081 0.031



No. 3
Below is a structure of composition C34H38EuI2N8O4S at a distorted geometry, with properties calculated with ωB97M-V/def2-TZVPD.

The HOMO-LUMO gap (alpha / beta) comes out at 4.662 / 5.992 eV. Its electronic energy is -3761.4400 Ha.

ORCA input file:
```
! wB97M-V def2-TZVPD RIJCOSX def2/J DEFGRID3
* xyz -2 8
Eu 0.3011 0.5211 -0.1986
C 3.6129 1.1459 2.4290
C 4.4767 0.4531 1.3614
C 3.7590 0.1350 0.0403
N 2.4894 -0.5173 0.3214
C 2.4661 -1.7610 0.6762
C 3.4850 -2.7234 0.3212
C 3.7893 -3.9552 0.8435
C 3.3232 -4.5813 2.0072
C 2.2984 -4.0935 2.8090
C 1.3854 -3.0819 2.5755
C 1.2368 -2.1858 1.4575
N 0.1266 -1.5763 1.1736
C -1.0763 -1.9233 1.9183
C -2.3232 -1.3485 1.2313
C -2.6281 0.1318 1.5478
N -1.4472 0.9721 1.5240
C -1.0657 1.6112 2.5826
C -1.5975 1.3961 3.9132
C -1.6900 2.2532 4.9837
C -1.3319 3.6010 5.0944
C -0.5841 4.3026 4.1486
C 0.0801 3.8640 3.0226
C 0.0931 2.5762 2.3690
N 0.9616 2.1898 1.4949
C 2.1657 2.9564 1.2100
C 3.2986 2.6329 2.1952
H 2.6775 0.5945 2.5429
H 4.1448 1.0703 3.3831
H 5.3480 1.0786 1.1337
H 4.8438 -0.4902 1.7796
H 3.5646 1.0648 -0.4945
H 4.4247 -0.4466 -0.6049
H 4.0849 -2.4190 -0.5281
H 4.5719 -4.4908 0.3091
H 3.8193 -5.4927 2.3201
H 2.1493 -4.6237 3.7481
H 0.6535 -2.9336 3.3600
H -1.1694 -3.0148 1.9968
H -1.0154 -1.5376 2.9475
H -2.1861 -1.4760 0.1563
H -3.2010 -1.9377 1.5179
H -3.3108 0.5126 0.7790
H -3.1650 0.1970 2.4985
H -2.0051 0.4072 4.0789
H -2.1709 1.8256 5.8616
H -1.6371 4.1323 5.9883
H -0.4340 5.3580 4.3708
H 0.6826 4.6166 2.5291
H 2.4809 2.7376 0.1866
H 1.9822 4.0342 1.2497
H 4.2023 3.1415 1.8381
H 3.0277 3.0769 3.1590
N -5.1684 5.8776 1.0517
C -4.3397 4.9657 0.3799
C -3.0479 4.7250 0.8335
C -2.2116 3.8700 0.1391
C -2.6572 3.2290 -1.0124
C -3.9439 3.4749 -1.4786
C -4.7799 4.3313 -0.7805
S -1.4864 2.2235 -1.8976
O -0.2344 2.5385 -1.2026
O -1.5615 2.5692 -3.2908
N -1.6880 0.6378 -1.6294
C -2.7752 0.0080 -2.1545
N -2.7408 -1.3415 -2.0870
C -3.7440 -2.0047 -2.6221
C -4.8350 -1.3902 -3.2211
C -4.8046 -0.0063 -3.2018
N -3.8106 0.6937 -2.6858
H -4.9169 6.0633 2.0080
H -6.1561 5.7589 0.9063
H -2.6894 5.2013 1.7401
H -1.2105 3.6834 0.4960
H -4.2734 2.9903 -2.3839
H -5.7882 4.5144 -1.1388
H -3.6743 -3.0896 -2.5695
H -5.6496 -1.9480 -3.6598
H -5.6267 0.5736 -3.6176
I 1.7092 0.7767 -2.9773
I 4.1505 2.9082 -2.9117
C -0.0725 -2.9516 -1.9921
O 0.4950 -1.6351 -2.0034
C 0.2886 -0.8506 -3.1037
O -0.4002 -1.1485 -4.0291
H 0.7566 -3.6522 -1.8932
H -0.6271 -3.1300 -2.9093
H -0.7360 -3.0264 -1.1348
*
```

Which charges does Löwdin predict for the atoms? In e, they are: 1.396 -0.207 -0.176 -0.273 -0.084 -0.255 -0.049 -0.141 -0.170 -0.147 -0.057 -0.250 -0.048 -0.244 -0.177 -0.228 -0.043 -0.233 -0.060 -0.147 -0.173 -0.152 -0.061 -0.259 -0.060 -0.224 -0.175 0.093 0.097 0.107 0.101 -0.012 0.098 0.091 0.087 0.066 0.086 0.078 0.107 0.107 0.057 0.102 0.103 0.091 0.076 0.086 0.065 0.087 0.084 0.069 0.099 0.109 0.099 0.078 -0.329 -0.019 -0.048 -0.260 -0.067 -0.046 0.563 -0.534 -0.299 -0.185 -0.443 0.119 -0.146 -0.084 -0.151 0.121 0.078 0.072 0.107 0.088 0.090 0.099 0.105 0.080 0.101 0.871 -0.500 -0.064 -0.258 -0.927 0.013 0.090 0.074 0.070



The highest electronic energy belongs to which entry? C34H38AuN4S2Si



Which of these has the lowest electronic energy? C34H38BCl2FeIN7O